Record 1
Here is a 2-piece molecular cluster, CH2ClF overall from the Open Molecules 2025 dataset. Energies are from ωB97M-V/def2-TZVPD.

Element x y z (Å)
C (-0.6565, -0.2673, -0.9615)
F (-0.5292, -1.4298, -0.3075)
Cl (-1.5742, 0.7995, -0.0288)
H (1.6933, 0.4503, 0.5714)
H (1.0666, 0.4473, 0.7263)

Computed properties:
Orbital gap   9.7 eV
LUMO level   -0.64 eV
Calculated total energy   -599.214293 Ha
Relative energy (zero: lowest compared OMol25 entry of this formula, charge and spin)   351.9 kJ/mol
Multiplicity   1
HOMO energy   -10.3336 eV


Record 2
Here is H26O25S3Zn2 as an isolated structure from the Open Molecules 2025 dataset. Energies are from ωB97M-V/def2-TZVPD.

Element x y z (Å)
Zn (-3.1767, -1.0057, -0.7379)
Zn (0.4828, 1.7976, -2.4016)
S (-2.1020, 0.1147, -3.5694)
O (-2.8409, -0.4265, -2.4751)
O (-1.3660, -0.9039, -4.3106)
O (-2.9875, 0.9400, -4.4303)
O (-1.1009, 1.0879, -3.0796)
S (3.4846, 3.0549, -1.4120)
O (2.0463, 2.7574, -1.6971)
O (3.5192, 4.1127, -0.4295)
O (4.1509, 1.8932, -0.9474)
O (3.9877, 3.4429, -2.7037)
S (-0.1026, -0.1834, 0.2406)
O (0.4051, 0.7146, -0.8136)
O (-1.4898, -0.4706, -0.0254)
O (0.7058, -1.3498, 0.1671)
O (0.0977, 0.5074, 1.5271)
O (-2.4177, -2.9871, -1.1935)
H (-1.9198, -3.3330, -0.4528)
H (-2.9311, -3.7319, -1.5064)
O (1.3389, 2.5231, 4.0914)
H (1.5220, 2.3717, 3.1642)
H (0.7580, 1.8048, 4.3418)
O (0.8987, -2.9704, 1.9991)
H (0.5784, -2.4425, 1.2677)
H (1.8504, -2.8727, 1.9669)
O (1.7142, 0.6465, -3.4345)
H (2.0970, 0.8450, -4.2892)
H (1.8227, -0.2995, -3.3369)
O (1.7794, -0.4459, 3.2975)
H (1.9671, -1.2991, 2.9063)
H (1.1669, -0.0325, 2.6891)
O (-1.5033, 2.6539, 1.9838)
H (-2.3921, 2.3745, 1.7643)
H (-0.9758, 1.8589, 1.9064)
O (-2.7961, 0.1867, 2.8308)
H (-3.5302, 0.6303, 3.2558)
H (-2.0200, 0.5265, 3.2763)
O (-0.9484, 3.1239, -1.5239)
H (-1.0169, 4.0456, -1.7730)
H (-1.6085, 3.0104, -0.8400)
O (1.1086, -3.5792, -1.3961)
H (1.7444, -3.2736, -2.0431)
H (0.9247, -2.8092, -0.8581)
O (-1.4426, -4.0328, 1.1130)
H (-1.9592, -3.6961, 1.8452)
H (-0.5582, -3.7029, 1.2716)
O (1.9469, 2.3707, 1.1676)
H (1.1393, 1.8753, 1.0318)
H (2.0402, 2.8995, 0.3752)
O (-3.5023, -1.7860, 1.2700)
H (-3.0262, -1.1781, 1.8357)
H (-4.1402, -2.2031, 1.8491)
O (3.1507, -0.9096, -0.7008)
H (2.2769, -1.1709, -0.4102)
H (3.1495, -1.0747, -1.6436)

Computed properties:
Orbital gap (spin up / spin down)   6.2 / 5.3 eV
Charge   -1
Expectation value of S²   0.76
LUMO level (spin up / spin down)   0.32 / -0.54 eV
Calculated total energy   -6649.950393 Ha
Multiplicity   2
HOMO energy (spin up / spin down)   -5.8527 / -5.8527 eV


Record 3
Here is C4H11N2O7P in the gas phase from the Open Molecules 2025 dataset. Energies are from ωB97M-V/def2-TZVPD.

Element x y z (Å)
N (3.1737, -0.2427, -1.5956)
C (2.2935, -0.6118, -0.4674)
C (2.0476, 0.5689, 0.4456)
O (1.5475, 1.6480, -0.3225)
C (1.0071, 0.1846, 1.4940)
O (-0.3058, 0.2542, 0.8999)
P (-1.1756, -1.0371, 1.0147)
O (-1.0041, -1.8361, 2.2014)
O (-0.9332, -1.8933, -0.3135)
O (-2.6642, -0.4855, 0.8628)
C (-2.9409, 0.0793, -0.4261)
O (-4.0488, 0.9122, -0.3204)
N (-3.6373, 2.2625, -0.0392)
O (-4.1613, 2.9931, -0.7523)
H (3.7071, -1.0705, -1.8327)
H (2.5755, -0.1000, -2.3985)
H (2.6724, -1.4588, 0.0913)
H (1.3233, -0.9074, -0.8536)
H (2.9768, 0.8679, 0.9235)
H (2.2439, 2.3125, -0.4142)
H (1.0492, 0.8837, 2.3139)
H (1.2563, -0.8054, 1.8522)
H (-1.7226, -2.4551, -0.4034)
H (-3.1940, -0.6871, -1.1441)
H (-2.0860, 0.6240, -0.8160)

Computed properties:
SMILES string   NC[C@@H](O)CO[P@](=O)(O)OCON=O
Orbital gap   9.5 eV
LUMO level   -0.23 eV
Calculated total energy   -1136.557293 Ha
Relative energy (zero: lowest compared OMol25 entry of this formula, charge and spin)   0.0 kJ/mol
Multiplicity   1
HOMO energy   -9.7775 eV


Record 4
Here is a 2-piece molecular cluster, CH3FOS overall from the Open Molecules 2025 dataset. Energies are from ωB97M-V/def2-TZVPD.

Element x y z (Å)
C (-0.3418, 1.0948, 1.4558)
O (0.2259, -0.2865, -0.5423)
F (0.4475, -2.2533, -2.7523)
S (0.3651, -0.2678, 0.8871)
H (-0.4488, 1.1742, 2.5499)
H (0.3890, -1.3163, -2.3882)
H (-0.6369, 1.8548, 0.7899)

Computed properties:
Orbital gap   9.6 eV
LUMO level   -0.64 eV
Calculated total energy   -613.135507 Ha
Relative energy (zero: lowest compared OMol25 entry of this formula, charge and spin)   117.8 kJ/mol
Multiplicity   1
HOMO energy   -10.2453 eV


Record 5
Here is a 2-piece molecular cluster, C3H2ClNO2 overall from the Open Molecules 2025 dataset. Energies are from ωB97M-V/def2-TZVPD.

Element x y z (Å)
O (-0.3248, -1.9503, -1.7290)
N (-0.9439, -1.4905, -0.8130)
C (-1.0572, -1.3337, 0.3517)
Cl (-1.5516, -0.4400, 1.6006)
C (1.2966, 1.1723, 1.1258)
C (0.6964, 1.3048, 0.0891)
O (0.2799, 1.4707, -1.1350)
H (1.3997, 0.6927, 2.1530)
H (0.2050, 0.5740, -1.6430)

Computed properties:
SMILES string   [O-][N+]#CCl.C#CO
Orbital gap   9.2 eV
LUMO level   -0.42 eV
Calculated total energy   -780.700890 Ha
Relative energy (zero: lowest compared OMol25 entry of this formula, charge and spin)   657.2 kJ/mol
Multiplicity   1
HOMO energy   -9.6530 eV


Record 6
Here is a 3-piece molecular cluster, C14H39NO8P3S overall from the Open Molecules 2025 dataset. Energies are from ωB97M-V/def2-TZVPD.

Element x y z (Å)
C (0.6548, 0.8936, -0.6415)
C (-0.6055, 0.0480, -0.4854)
N (-0.4997, -1.3384, -1.0284)
P (0.6402, -2.3223, -0.3534)
S (1.4282, -3.5259, -1.8231)
H (0.4607, 1.9359, -0.4028)
H (0.9756, 0.8157, -1.6829)
H (1.4867, 0.5627, -0.0171)
H (-0.9854, 0.0501, 0.5348)
H (-1.3743, 0.5339, -1.0854)
H (-0.3306, -1.2937, -2.0284)
H (0.0416, -3.1203, 0.6239)
H (1.7046, -1.6525, 0.2552)
H (0.6548, -3.1253, -2.8441)
O (-1.9962, -4.4830, 3.6312)
P (-3.4321, -4.6856, 3.8764)
O (-4.1092, -5.3111, 2.5586)
C (-3.7410, -6.6347, 2.1353)
C (-4.2905, -7.7193, 3.0415)
O (-4.0615, -3.1859, 3.8262)
C (-3.2256, -2.0379, 3.7850)
C (-2.9903, -1.6017, 2.3545)
O (-4.3433, -5.2278, 5.0263)
C (-5.6559, -4.7269, 5.3693)
C (-6.6744, -4.7803, 4.2573)
H (-2.6520, -6.7036, 2.0669)
H (-4.1436, -6.7497, 1.1301)
H (-3.8323, -7.6820, 4.0309)
H (-4.0928, -8.7018, 2.6132)
H (-5.3655, -7.6024, 3.1765)
H (-2.2810, -2.2272, 4.2927)
H (-3.7342, -1.2502, 4.3427)
H (-2.7015, -2.4502, 1.7309)
H (-2.2021, -0.8450, 2.3162)
H (-3.8962, -1.1815, 1.9158)
H (-5.5661, -3.7243, 5.7818)
H (-5.9866, -5.3670, 6.1861)
H (-6.4315, -4.0954, 3.4472)
H (-7.6477, -4.4941, 4.6569)
H (-6.7478, -5.7822, 3.8360)
O (2.7001, 3.9204, -1.6232)
P (3.5085, 4.3607, -2.7708)
O (4.9795, 4.7694, -2.2671)
C (5.8503, 3.7686, -1.7220)
C (6.3838, 2.8128, -2.7731)
O (2.9498, 5.8342, -3.1304)
C (1.7783, 6.3825, -2.5252)
C (2.1319, 7.2464, -1.3325)
O (3.7568, 3.8872, -4.2462)
C (3.9944, 4.7622, -5.3735)
C (5.1882, 5.6750, -5.2393)
H (5.3261, 3.2232, -0.9324)
H (6.6736, 4.3086, -1.2580)
H (5.5874, 2.1929, -3.1894)
H (7.1341, 2.1539, -2.3354)
H (6.8345, 3.3600, -3.6005)
H (1.0826, 5.5917, -2.2470)
H (1.2866, 6.9858, -3.2900)
H (2.8247, 6.7326, -0.6662)
H (1.2369, 7.5145, -0.7701)
H (2.6225, 8.1640, -1.6591)
H (3.0880, 5.3209, -5.5971)
H (4.1553, 4.0869, -6.2133)
H (5.0444, 6.4238, -4.4632)
H (5.3407, 6.1973, -6.1843)
H (6.0904, 5.1138, -4.9980)

Computed properties:
Orbital gap   8.8 eV
Charge   +1
LUMO level   -3.55 eV
Calculated total energy   -2635.656050 Ha
Relative energy (zero: lowest compared OMol25 entry of this formula, charge and spin)   115.9 kJ/mol
Multiplicity   1
HOMO energy   -12.3295 eV


Computed largest force on an atom (hartree/bohr) in order:
0.0945, 0.1677, 0.0255, 0.0657, 0.0553, 0.0998